No. 1
This record from OMol25 describes a structure of composition C9H24O3P2Tc at a distorted geometry. The level of theory is wB97M-V/def2-TZVPD.

Last column: Mulliken spin population.
Element x y z (Å)
Tc -0.376 0.190 -0.264  2.76
H 1.185 -0.041 -0.676  -0.02
H 0.836 -0.887 -0.217  0.02
P 0.219 2.043 -1.569  -0.13
P -1.425 -1.743 0.574  -0.11
C -1.787 -1.755 2.383  0.06
H -2.372 -2.646 2.666  0.01
H -0.843 -1.742 2.942  0.01
H -2.350 -0.847 2.634  0.00
C -3.082 -1.946 -0.178  0.01
H -2.967 -2.039 -1.267  0.01
H -3.594 -2.838 0.224  0.01
H -3.681 -1.048 0.031  0.01
C -0.650 -3.395 0.303  0.00
H 0.309 -3.439 0.834  0.00
H -1.306 -4.204 0.664  0.00
H -0.463 -3.523 -0.771  0.00
C -1.222 2.606 -2.572  0.02
H -0.960 3.478 -3.196  0.01
H -1.552 1.774 -3.209  0.01
H -2.046 2.870 -1.893  0.01
C 0.714 3.583 -0.684  0.06
H 1.644 3.394 -0.127  0.00
H 0.867 4.424 -1.382  0.01
H -0.071 3.844 0.040  -0.01
C 1.538 1.873 -2.844  0.01
H 1.294 1.018 -3.492  0.00
H 1.632 2.786 -3.456  0.00
H 2.498 1.670 -2.346  0.00
C 0.113 0.966 1.461  -0.03
O 0.321 1.454 2.495  0.17
H -0.674 -0.528 -1.776  0.05
C 3.291 -0.580 2.335  0.01
O 2.321 -0.187 1.359  -0.01
C 1.074 -0.803 1.308  0.01
O 0.936 -1.834 1.983  0.03
H 3.551 -1.632 2.212  0.00
H 2.905 -0.371 3.334  0.00
H 4.172 0.051 2.140  0.00

Properties
Gap between HOMO and LUMO (spin up / spin down), eV: 7.35 / 5.86
2S+1: 4
⟨S²⟩: 3.77
Energy above the lowest of the compared OMol25 structures with the same formula, charge and spin, eV: 1.2255
Total charge: +2
Largest force on an atom, eV Å⁻¹: 8.12

No. 2
This record from OMol25 describes a structure of composition C9H25AlNO9P2 at a distorted geometry. The level of theory is wB97M-V/def2-TZVPD.

Last column: Löwdin charge in e.
Element x y z (Å)
Al 0.445 1.080 -0.638  0.69
C 2.518 -0.727 -1.927  -0.21
O 1.880 0.109 -1.280  -0.01
N 1.947 -1.318 -2.947  -0.06
C 2.762 -2.497 -3.399  0.03
C 0.467 -1.138 -3.123  0.06
H 3.559 -1.007 -1.703  0.19
H 3.851 -2.472 -3.399  0.12
H 2.619 -2.536 -4.479  0.11
H 2.363 -3.431 -3.001  0.11
H -0.005 -2.092 -2.885  0.13
H -0.101 -0.333 -2.657  0.06
H 0.311 -1.013 -4.195  0.12
C -3.103 3.906 2.018  -0.05
O -2.097 3.042 1.540  -0.16
P -2.276 2.285 0.160  0.62
O -1.012 1.520 -0.122  -0.03
O -3.606 1.400 0.213  -0.18
C -3.735 0.231 0.985  -0.05
O -2.680 3.450 -0.908  -0.18
C -3.943 3.510 -1.632  -0.02
H -3.197 4.106 3.086  0.12
H -4.090 3.453 1.920  0.10
H -3.131 4.809 1.409  0.11
H -3.544 -0.657 0.383  0.11
H -4.806 0.187 1.181  0.12
H -3.191 0.251 1.930  0.10
H -4.764 3.265 -0.958  0.10
H -4.055 2.948 -2.559  0.11
H -4.065 4.570 -1.855  0.11
C 3.824 0.303 2.210  -0.10
O 3.386 -0.814 1.557  -0.16
P 1.811 -1.061 1.125  0.66
O 1.057 0.003 0.498  -0.10
O 1.865 -2.423 0.165  -0.20
C 2.762 -3.411 0.582  -0.10
O 1.179 -1.738 2.411  -0.14
C -0.163 -1.665 2.693  -0.10
H 4.071 0.188 3.265  0.12
H 3.005 1.000 2.387  0.09
H 4.609 0.799 1.640  0.12
H 2.656 -4.268 -0.084  0.11
H 2.505 -3.908 1.517  0.11
H 3.808 -3.117 0.495  0.11
H -0.534 -0.643 2.776  0.08
H -0.315 -2.111 3.676  0.13
H -0.848 -2.036 1.932  0.10

Properties
Gap between HOMO and LUMO, eV: 7.37
2S+1: 1
Energy above the lowest of the compared OMol25 structures with the same formula, charge and spin, eV: 0.0000
Total charge: +3
Largest force on an atom, eV Å⁻¹: 9.57

No. 3
This record from OMol25 describes a structure of composition C9H25Cl3HfN4O3P at a distorted geometry. The level of theory is wB97M-V/def2-TZVPD.

Last column: Löwdin charge in e.
Element x y z (Å)
Hf 1.819 -4.578 0.009  1.38
Cl 0.984 -1.807 -3.040  -0.37
O 0.166 -0.637 2.368  -0.25
P -0.468 0.407 3.234  0.62
N -0.568 0.072 4.925  -0.24
C -1.392 -1.090 5.334  -0.05
C 0.505 0.426 5.907  -0.02
N -2.027 0.860 2.734  -0.17
C -2.423 0.704 1.335  -0.02
C -2.864 1.785 3.553  -0.01
N 0.373 1.895 3.201  -0.16
C -0.057 3.073 4.012  -0.04
C 1.140 2.279 2.065  -0.04
H -2.317 -0.989 4.767  0.08
H -1.729 -1.143 6.369  0.11
H -0.795 -1.982 5.146  0.11
H 0.888 1.420 5.678  0.08
H 1.291 -0.322 5.800  0.11
H 0.157 0.292 6.931  0.11
H -1.955 1.473 0.720  0.12
H -1.965 -0.239 1.036  0.09
H -3.496 0.677 1.144  0.12
H -2.596 2.826 3.371  0.10
H -3.904 1.530 3.348  0.12
H -2.718 1.577 4.613  0.09
H -0.680 2.872 4.884  0.10
H 0.795 3.640 4.387  0.12
H -0.558 3.762 3.332  0.12
H 1.875 1.531 1.770  0.11
H 1.787 3.145 2.202  0.13
H 0.451 2.660 1.311  0.13
C 0.818 -5.845 -6.388  0.04
N 0.096 -6.723 -5.451  -0.45
O -0.573 -7.659 -5.881  0.10
O 0.327 -6.463 -4.277  0.00
H 0.905 -6.370 -7.339  0.11
H 1.822 -5.723 -5.982  0.10
H 0.211 -4.940 -6.406  0.11
Cl 3.098 1.327 -9.170  0.66
C 2.166 1.445 -7.614  -0.62
C 2.017 2.888 -7.265  -0.60
Cl 1.136 3.717 -8.623  0.66
H 2.674 0.858 -6.850  0.08
H 1.176 0.995 -7.676  0.08
H 3.018 3.299 -7.133  0.08
H 1.394 3.073 -6.390  0.08

Properties
Gap between HOMO and LUMO, eV: 1.15
2S+1: 1
Total charge: +3
Largest force on an atom, eV Å⁻¹: 2.49

Q: Which value of 2S+1 does entry 3 give?
A: 1